13
Properties=species:S:1:pos:R:3:mulliken_charge:R:1 method="wB97M-V/def2-TZVPD" orbital_gap_ev=8.76 homo_energy_ev=-8.872 largest_force_ev_per_a=3.371 molar_mass_g_mol=143.971 de_lowest_kcal_mol=36.0
C 0.27 0.26 -0.04 -0.321
P -0.09 1.23 -1.59 -0.095
P 1.21 -1.38 -0.11 -0.022
P 1.28 1.36 1.23 0.031
P -2.00 0.19 0.30 0.034
H -0.39 0.22 -2.58 0.052
H 1.24 1.36 -2.10 0.069
H 0.86 -1.78 1.26 0.035
H 0.04 -1.95 -0.60 0.049
H 0.12 1.90 1.62 0.032
H 1.43 0.08 2.02 0.031
H -1.95 -0.72 -0.76 0.040
H -2.02 -0.77 1.34 0.065

12
Properties=species:S:1:pos:R:3:mulliken_charge:R:1 method="wB97M-V/def2-TZVPD" orbital_gap_ev=12.19 homo_energy_ev=-15.648 largest_force_ev_per_a=2.977 charge=+1 molar_mass_g_mol=49.097 de_lowest_kcal_mol=4.9
N -1.98 0.56 -0.30 -0.953
H -2.55 -0.06 -0.87 0.276
H -2.51 0.68 0.56 0.274
H -0.36 -0.19 0.01 0.401
H -1.95 1.47 -0.74 0.274
C 1.71 0.13 0.28 -0.786
N 0.51 -0.78 0.01 -0.249
H 1.52 0.65 1.21 0.336
H 1.71 0.84 -0.54 0.333
H 2.62 -0.46 0.35 0.356
H 0.75 -1.38 -0.77 0.357
H 0.53 -1.45 0.78 0.382